# 1
Molecular formula: C10H13N5
Method: DFT, the ωB97M-V functional and the def2-TZVPD basis

- HOMO (spin up / spin down) (hartree) = -0.3171 / -0.3171
- energy relative to the best compared isomer or geometry (same formula, charge and spin) (eV) = 3.591
- 2S+1 = 1
- orbital gap (spin up / spin down) (eV) = 7.887 / 7.888
- structure (SMILES) = CCCC(=N\N)/C(C)=N\C(C#N)=C/C#N
- molar mass (g/mol) = 203.249

Each line ends with the Mulliken charge.
Cartesian coordinates (Å):
C 3.38326 0.60663 -0.02159  -1.38
C 2.46589 -0.41438 0.74885  -0.29
C 1.29929 -0.95653 0.03919  -1.05
C 0.08500 -0.04388 0.14762  0.82
N -0.64164 -0.00574 1.24690  -0.04
N -0.31596 -0.78884 2.28238  -0.60
C -0.58185 0.60947 -1.01052  0.44
C 0.11455 0.81669 -2.28951  -1.61
N -1.74574 1.10745 -0.90864  -0.44
C -2.75917 0.83337 -0.09449  0.59
C -3.53212 1.95705 0.40355  0.05
N -4.17744 2.75555 0.92167  -0.43
C -3.26393 -0.43458 0.19519  -0.50
C -2.63690 -1.50743 -0.36825  0.43
N -2.18829 -2.38958 -0.98273  -0.59
H 3.74479 0.04906 -0.83073  0.39
H 4.28204 0.92788 0.64307  0.31
H 2.83539 1.48063 -0.07096  0.41
H 3.09157 -1.09950 1.34220  0.43
H 2.00150 0.26314 1.41971  0.36
H 1.50370 -0.99380 -1.12187  0.41
H 1.13985 -2.12655 0.27909  0.29
H 0.40808 -1.55653 1.99199  0.26
H -1.02849 -1.04805 2.91047  0.24
H -0.13342 -0.11509 -2.75914  0.36
H 1.11131 0.98592 -2.21135  0.41
H -0.28827 1.71200 -2.73608  0.40
H -4.17301 -0.62438 0.83400  0.34

***

# 2
Molecular formula: C10H13NNiO5
Method: DFT, the ωB97M-V functional and the def2-TZVPD basis

- HOMO (spin up / spin down) (hartree) = -0.6314 / -0.6313
- total charge = +2
- energy relative to the best compared isomer or geometry (same formula, charge and spin) (eV) = 0.000
- 2S+1 = 3
- orbital gap (spin up / spin down) (eV) = 8.344 / 7.424
- molar mass (g/mol) = 285.909

Each line ends with the Löwdin spin population.
Cartesian coordinates (Å):
Ni -0.60408 -1.11446 -2.61057  1.52
O -2.67280 -2.96882 -1.35944  0.00
C -1.84015 -2.41958 -1.91963  0.07
C 0.72228 0.05643 -3.18180  0.07
O 1.38884 0.97688 -3.41586  0.00
C -2.21054 0.36473 -2.92026  0.07
O -2.82002 1.17147 -2.37849  0.01
C 0.69848 -2.36101 -2.46872  0.08
O 1.49237 -3.16874 -2.32268  0.00
H -1.20693 -1.81388 -4.04454  0.03
H -0.66262 -1.30360 -4.30588  0.03
O -0.94459 -0.34337 -0.82370  0.10
C -0.34378 0.32504 0.07220  0.01
C -1.16295 0.78456 1.25056  0.01
C -0.73396 0.08935 2.52921  0.00
C 0.50839 0.72989 3.16400  0.00
C 1.80907 0.65346 2.35458  0.00
C 1.75384 1.34242 0.98076  0.00
N 0.96645 0.59189 -0.00865  0.00
H -1.09959 1.87865 1.32910  0.00
H -2.19030 0.50217 1.00496  0.00
H -1.56858 0.11538 3.25003  0.00
H -0.54954 -0.97855 2.33554  0.00
H 0.28016 1.79062 3.36808  0.00
H 0.69238 0.23037 4.13061  0.00
H 2.61703 1.13535 2.93904  0.00
H 2.11006 -0.39825 2.21556  0.00
H 1.33932 2.36225 1.10128  0.00
H 2.78442 1.46616 0.59951  0.00
H 1.44731 0.30319 -0.86480  0.00

***

# 3
Molecular formula: C10H13NO
Method: DFT, the ωB97M-V functional and the def2-TZVPD basis

- HOMO (hartree) = -0.3071
- energy relative to the best compared isomer or geometry (same formula, charge and spin) (eV) = 3.260
- 2S+1 = 1
- orbital gap (eV) = 9.094
- structure (SMILES) = C/C(Cc1ccccc1)=[N+](/C)[O-]
- molar mass (g/mol) = 163.220

Each line ends with the Mulliken charge.
Cartesian coordinates (Å):
C 0.74376 -2.74299 0.13918  -1.41
C -0.30861 -1.62961 -0.10657  0.60
C 0.20294 -0.57172 -0.99753  -1.28
C 0.61552 0.70141 -0.29881  0.85
C 1.25661 1.70485 -1.05544  -0.39
C 1.47734 2.93818 -0.53840  -0.49
C 1.26806 3.15736 0.73780  -0.60
C 0.76900 2.12014 1.58549  -0.60
C 0.41166 0.89013 1.04921  -0.26
N -1.54142 -1.88968 0.19060  0.64
C -2.60460 -0.96013 -0.18767  -0.87
O -1.90953 -2.87782 0.87082  -0.72
H 1.03235 -2.75921 1.23848  0.24
H 1.53604 -2.67372 -0.49933  0.48
H 0.21994 -3.73157 -0.10025  0.35
H -0.68295 -0.24914 -1.64368  0.29
H 0.96766 -0.83764 -1.74758  0.47
H 1.47448 1.46994 -2.14618  0.25
H 1.78167 3.75098 -1.16593  0.39
H 1.44487 4.02129 1.25488  0.45
H 0.73045 2.18951 2.62057  0.43
H -0.12511 0.15636 1.70533  0.34
H -3.31612 -0.74655 0.65667  0.28
H -2.19662 0.07281 -0.60316  0.28
H -3.24740 -1.50314 -0.95850  0.29

***

# 4
Molecular formula: C10H13NO2
Method: DFT, the ωB97M-V functional and the def2-TZVPD basis

- HOMO (hartree) = -0.3493
- energy relative to the best compared isomer or geometry (same formula, charge and spin) (eV) = 3.145
- 2S+1 = 1
- orbital gap (eV) = 9.931
- structure (SMILES) = C/N=C/c1ccccc1.COC=O
- molar mass (g/mol) = 179.219

Each line ends with the Mulliken charge.
Cartesian coordinates (Å):
C -1.25099 2.22042 0.85521  -1.12
N -0.55233 1.01637 0.52575  -0.12
C 0.64248 1.26774 0.18119  -0.74
C 1.61929 0.14233 0.04615  0.50
C 1.26618 -1.17541 -0.22877  0.39
C 2.17869 -2.20009 -0.22517  -1.18
C 3.42103 -1.83047 0.18210  0.10
C 3.82078 -0.59032 0.58201  -0.87
C 2.87758 0.39838 0.44647  -0.01
H -1.32249 2.45748 1.96470  0.32
H -0.88113 3.18240 0.44579  0.35
H -2.29460 2.23875 0.63960  0.32
H 0.87159 2.31325 0.17526  0.33
H 0.22101 -1.40584 -0.54704  0.33
H 1.81390 -3.10650 -0.60151  0.47
H 4.25466 -2.60418 0.25801  0.22
H 4.88581 -0.43087 1.03538  0.27
H 3.07565 1.45778 0.57390  0.32
C -3.04660 -0.53198 -0.99977  0.17
O -3.13976 -1.64123 -0.08838  -0.35
C -2.29219 -1.73980 1.07821  0.28
O -2.45960 -2.57386 1.89061  -0.46
H -2.89334 -0.95612 -1.97786  0.20
H -2.13940 -0.03380 -0.55308  -0.30
H -3.93671 0.09812 -1.05095  0.24
H -1.50828 -0.96984 1.06742  0.32

***

# 5
Molecular formula: C10H13NO2S
Method: DFT, the ωB97M-V functional and the def2-TZVPD basis

- HOMO (hartree) = -0.2977
- energy relative to the best compared isomer or geometry (same formula, charge and spin) (eV) = 4.176
- 2S+1 = 1
- orbital gap (eV) = 8.690
- molar mass (g/mol) = 211.286

Each line ends with the Mulliken charge.
Cartesian coordinates (Å):
C -2.90515 -3.49400 1.23290  -0.56
C -1.62872 -2.95664 1.77673  -0.45
C -3.16912 -3.10314 -0.00657  -0.29
C -0.97285 -2.12335 0.74786  0.29
C 0.84302 -1.30053 2.22394  0.30
C 0.46440 2.90687 -0.75019  -0.81
C 0.88156 2.44512 0.62339  -0.23
C 0.70920 1.36648 -1.10473  -0.07
C 2.04630 1.36733 -1.86424  -1.49
C 0.07971 -1.35719 0.98553  -0.21
N 1.11240 1.24234 0.34154  -0.39
O 1.78593 -0.35899 2.25743  -0.51
O 0.73909 -2.06797 3.15327  -0.62
S -1.79024 -2.23670 -0.76523  -0.22
H -3.71582 -3.95426 1.82460  0.32
H -1.07117 -3.67723 2.26642  0.41
H -4.10904 -3.22359 -0.44384  0.49
H -0.52605 3.27099 -1.06126  0.30
H 1.18593 3.59612 -1.30221  0.26
H 1.09471 2.93668 1.61697  0.39
H -1.69666 -2.16894 2.51597  0.30
H -0.07293 0.80386 -1.38114  0.70
H 2.81967 2.01162 -1.45677  0.39
H 1.90947 1.83975 -2.75932  0.49
H 2.49258 0.26199 -1.85761  0.25
H 0.46311 -0.71634 0.26421  0.34
H 1.81891 0.10752 1.46603  0.62

***

# 6
Molecular formula: C10H13NO3
Method: DFT, the ωB97M-V functional and the def2-TZVPD basis

- HOMO (hartree) = -0.3065
- energy relative to the best compared isomer or geometry (same formula, charge and spin) (eV) = 5.626
- 2S+1 = 1
- orbital gap (eV) = 9.185
- structure (SMILES) = CCOc1ccccc1OC(=O)NC
- molar mass (g/mol) = 195.218

Each line ends with the Mulliken charge.
Cartesian coordinates (Å):
C -1.68890 2.56127 -0.17232  -0.95
C -0.26724 2.30653 0.10262  -0.37
O -0.12425 1.12077 -0.57134  -0.25
C 1.10414 0.53302 -0.34542  0.60
C 2.30234 1.19049 -0.00958  -0.40
C 3.43292 0.35470 0.23237  -0.42
C 3.31740 -1.02078 0.30642  -0.39
C 2.16986 -1.77493 -0.14643  -0.42
C 1.03113 -0.92442 -0.41427  0.50
O -0.27293 -1.67107 -0.49070  -0.51
C -1.33616 -1.03977 0.22377  0.72
O -1.08855 -0.29135 1.13584  -0.60
N -2.52114 -1.33566 -0.29851  -0.14
C -3.77787 -0.80805 0.20520  -0.67
H -1.85108 3.59717 0.12794  0.47
H -1.85995 2.14938 -1.37377  0.20
H -2.46492 1.94079 0.66938  0.00
H -0.30509 2.19076 1.18614  0.34
H 0.32619 3.10916 -0.39133  0.41
H 2.31599 2.38639 0.01264  0.13
H 4.24005 1.11063 0.39444  0.30
H 4.06374 -1.58778 1.04265  0.21
H 2.16096 -2.99088 -0.22055  0.28
H -2.41970 -2.16272 -1.00183  0.27
H -4.29500 -0.19851 -0.69375  0.23
H -3.43532 -0.13498 1.18281  0.24
H -4.66784 -1.59482 0.67037  0.25

***

# 7
Molecular formula: C10H13NO3
Method: DFT, the ωB97M-V functional and the def2-TZVPD basis

- HOMO (hartree) = -0.3362
- energy relative to the best compared isomer or geometry (same formula, charge and spin) (eV) = 7.779
- 2S+1 = 1
- orbital gap (eV) = 9.356
- structure (SMILES) = O=[N+]([O-])OCCCCc1ccccc1
- molar mass (g/mol) = 195.218

Each line ends with the Mulliken charge.
Cartesian coordinates (Å):
O 4.83416 0.31086 0.82122  -0.56
N 3.91493 0.13831 -0.01621  0.92
O 3.94492 -0.46499 -1.08020  -0.48
O 2.68402 0.62737 0.37736  -0.28
C 1.66809 0.84051 -0.67865  -0.67
C 0.82340 -0.40235 -1.00028  -0.12
C 0.19147 -1.21544 0.11638  -0.58
C -0.64667 -0.56606 1.45271  -0.70
C -2.04612 -0.15957 0.72389  0.45
C -2.43870 1.18727 0.56691  -0.37
C -3.64214 1.51121 -0.17632  -0.42
C -4.50394 0.48136 -0.57009  -0.39
C -3.99464 -0.87528 -0.45182  -0.57
C -2.79801 -1.17704 0.16812  -0.25
H 0.97880 1.56970 -0.18074  0.28
H 2.20274 1.15801 -1.52195  0.47
H 1.16196 -1.40421 -1.76670  0.21
H -0.00395 0.15030 -1.65416  0.22
H 0.88936 -2.01990 0.70412  0.23
H -0.49961 -1.98776 -0.47463  0.34
H -0.78021 -1.48514 2.16878  0.30
H -0.04484 0.17947 2.05785  0.34
H -1.75014 1.93848 0.71293  0.44
H -4.02324 2.62675 -0.22578  0.23
H -5.50016 0.69366 -1.05873  0.32
H -4.73509 -1.62329 -0.72992  0.31
H -2.68134 -2.29779 0.23028  0.34

***

# 8
Molecular formula: C10H13NO3
Method: DFT, the ωB97M-V functional and the def2-TZVPD basis

- HOMO (hartree) = -0.3178
- energy relative to the best compared isomer or geometry (same formula, charge and spin) (eV) = 11.176
- 2S+1 = 1
- orbital gap (eV) = 7.080
- molar mass (g/mol) = 195.218

Each line ends with the Mulliken charge.
Cartesian coordinates (Å):
C 1.96416 -0.24977 -0.38481  0.72
C 1.10068 -1.41043 -0.84806  -1.51
C -0.96203 -1.77331 0.34899  0.46
C -2.12999 -1.54997 -0.65650  0.38
C 1.02991 0.60417 0.31065  0.11
C 0.56975 1.69538 -0.40538  0.28
C -0.02121 2.80966 0.26345  -0.74
C -0.30363 2.74027 1.56091  -0.14
C 0.07981 1.67756 2.44427  -0.69
C 1.02511 0.77615 1.72482  -0.15
H 1.38227 -0.24700 -2.85665  0.31
H 2.71491 -0.62964 0.23824  0.45
H 0.41090 -1.10799 -1.60505  0.29
H 1.83253 -1.90997 -1.45769  0.46
H 0.83666 -3.28746 0.28603  0.36
H -0.86666 -0.71139 0.53812  -0.55
H -1.16560 -2.45362 1.35304  0.35
H -2.37936 0.57235 0.24575  0.42
H 0.37975 1.48660 -1.46913  0.23
H -0.27001 3.85874 -0.27795  0.18
H -0.82358 3.58264 2.16427  0.24
H -0.16295 1.70333 3.51940  0.40
H 1.61348 -0.01758 2.36964  0.17
N 0.29157 -2.19558 -0.12004  -0.26
O 2.40776 0.45929 -1.48893  -0.68
O -2.46409 -0.14043 -0.60192  -0.55
O -2.40100 -2.49238 -1.45386  -0.53

***

# 9
Molecular formula: C10H13O2
Method: DFT, the ωB97M-V functional and the def2-TZVPD basis

- HOMO (hartree) = -0.1498
- total charge = -1
- energy relative to the best compared isomer or geometry (same formula, charge and spin) (eV) = 0.227
- 2S+1 = 1
- orbital gap (eV) = 7.610
- molar mass (g/mol) = 165.212

Each line ends with the Mulliken charge.
Cartesian coordinates (Å):
C 0.08903 0.77416 2.60508  -0.31
C 1.24902 -0.01940 3.21292  -0.98
C 0.47745 1.76827 1.48407  0.49
O 1.69322 1.88547 1.23894  -0.73
O -0.49632 2.30963 0.90408  -0.78
H -0.73839 0.12236 2.28895  0.23
H -0.46340 1.30016 3.39477  0.27
H 1.60791 -0.82050 2.56564  0.20
H 1.00736 -0.43968 4.19629  0.36
H 2.03623 0.71829 3.34724  0.26
C -1.09557 1.28358 -2.09827  -1.39
C -1.39852 -2.37571 -1.08936  -0.48
C -0.06451 -2.73891 -1.01449  -0.38
C -1.74582 -1.08682 -1.47851  -0.30
C -0.77387 -0.16201 -1.82802  0.89
C 0.92472 -1.81573 -1.34797  -0.55
C 0.56984 -0.54755 -1.76700  -0.38
H -2.16643 -3.12215 -0.94416  0.37
H 0.24422 -3.69400 -0.60216  0.33
H -2.80117 -0.85897 -1.40621  0.32
H 1.94236 -2.07620 -1.09916  0.35
H -1.28889 1.88727 -1.20558  0.24
H -1.99092 1.40019 -2.72521  0.41
H 1.31124 0.14578 -2.14191  0.26
H -0.23649 1.71820 -2.60992  0.32

***

What did the sixth record say?
Molecular formula: C10H13NO3
Method: DFT, the ωB97M-V functional and the def2-TZVPD basis

- HOMO (hartree) = -0.3065
- energy relative to the best compared isomer or geometry (same formula, charge and spin) (eV) = 5.626
- 2S+1 = 1
- orbital gap (eV) = 9.185
- structure (SMILES) = CCOc1ccccc1OC(=O)NC
- molar mass (g/mol) = 195.218

Each line ends with the Mulliken charge.
Cartesian coordinates (Å):
C -1.68890 2.56127 -0.17232  -0.95
C -0.26724 2.30653 0.10262  -0.37
O -0.12425 1.12077 -0.57134  -0.25
C 1.10414 0.53302 -0.34542  0.60
C 2.30234 1.19049 -0.00958  -0.40
C 3.43292 0.35470 0.23237  -0.42
C 3.31740 -1.02078 0.30642  -0.39
C 2.16986 -1.77493 -0.14643  -0.42
C 1.03113 -0.92442 -0.41427  0.50
O -0.27293 -1.67107 -0.49070  -0.51
C -1.33616 -1.03977 0.22377  0.72
O -1.08855 -0.29135 1.13584  -0.60
N -2.52114 -1.33566 -0.29851  -0.14
C -3.77787 -0.80805 0.20520  -0.67
H -1.85108 3.59717 0.12794  0.47
H -1.85995 2.14938 -1.37377  0.20
H -2.46492 1.94079 0.66938  0.00
H -0.30509 2.19076 1.18614  0.34
H 0.32619 3.10916 -0.39133  0.41
H 2.31599 2.38639 0.01264  0.13
H 4.24005 1.11063 0.39444  0.30
H 4.06374 -1.58778 1.04265  0.21
H 2.16096 -2.99088 -0.22055  0.28
H -2.41970 -2.16272 -1.00183  0.27
H -4.29500 -0.19851 -0.69375  0.23
H -3.43532 -0.13498 1.18281  0.24
H -4.66784 -1.59482 0.67037  0.25